No. 1
The following is a DFT calculation (ωB97M-V/def2-TZVPD) of C21H60F3O13S11 as an isolated structure in a non-equilibrium geometry.

Geometry as XYZ:
```
108
Properties=species:S:1:pos:R:3:forces:R:3:mulliken_charge:R:1
C -2.23039 11.10460 -0.62065 -0.7 -4.1 1.9 -2.02
F -2.96296 12.20753 -0.56979 0.6 -3.9 -1.2 0.40
F -1.60125 10.84714 -1.75416 -6.7 -1.9 6.5 0.59
F -1.29201 11.32987 0.30157 1.3 -12.0 -4.8 -0.29
S -3.26777 9.57770 0.04171 8.4 0.8 -1.2 1.45
O -2.31295 8.41977 0.18228 -6.0 9.8 1.3 -1.72
O -3.68708 10.10812 1.33627 14.2 5.2 -5.2 -1.14
O -4.33803 9.27315 -0.86419 6.4 10.9 -2.4 -1.57
C 2.40216 12.70026 -2.06972 2.3 0.0 -0.1 -0.98
S 1.02036 12.73337 -3.14088 0.8 -2.5 -1.7 0.79
O 1.52159 12.25000 -4.50241 -0.5 0.7 1.6 -0.78
C 0.19055 11.31244 -2.35021 3.3 -0.2 -2.0 0.13
H 3.05234 13.44104 -2.53513 0.1 0.5 0.5 0.40
H 2.99294 11.79559 -2.21344 -0.4 -0.5 -0.2 0.38
H 2.30747 12.83028 -0.99165 -0.5 0.5 -0.2 0.28
H -0.83435 11.27632 -2.71949 4.1 1.7 -3.1 -0.62
H 0.13182 11.41129 -1.26629 1.0 -0.5 -1.2 -0.34
H 0.61645 10.31284 -2.43693 0.7 0.2 -1.1 1.06
C -2.55050 15.30135 -1.74973 1.0 -0.3 -0.3 -0.53
S -0.82154 14.72617 -2.19999 -0.2 1.2 3.0 0.52
O 0.11592 15.72271 -1.50729 -1.0 -1.1 -1.4 -0.72
C -0.83775 13.29830 -1.01826 1.9 2.9 -3.4 0.22
H -2.69546 15.57207 -0.70388 0.6 0.3 0.0 0.18
H -3.30524 14.54054 -1.94882 0.3 0.5 -0.7 0.22
H -2.60625 16.15392 -2.42657 -0.6 0.0 0.2 0.51
H -1.10140 13.57558 0.00238 2.0 2.4 -3.0 -0.76
H 0.08402 12.72200 -0.93874 -0.2 2.1 0.0 0.09
H -1.61421 12.61570 -1.36359 2.1 2.6 -0.9 0.60
C -0.62165 11.00956 2.40082 1.3 -2.6 1.3 -0.50
S 0.35073 9.45424 2.09311 2.5 2.9 3.9 1.05
O 1.70171 9.81567 2.65555 -0.4 0.0 -0.6 -0.91
C -0.31978 8.23536 3.32950 -0.3 2.2 0.3 -0.68
H -1.69960 10.89742 2.51725 0.1 -0.7 -0.1 0.33
H -0.46713 11.60900 1.50367 1.9 -0.5 2.5 0.01
H -0.32843 11.57471 3.28555 1.3 -2.2 0.1 0.80
H 0.36482 8.14394 4.17274 0.4 0.0 -0.5 0.43
H -0.48678 7.30827 2.78113 -0.3 2.6 2.6 0.06
H -1.25843 8.60106 3.74580 -0.3 0.0 -0.2 0.28
C -5.33357 11.45612 0.84683 0.2 1.5 5.6 -0.94
S -4.37889 11.45742 2.41320 -3.9 6.2 4.6 0.86
O -3.96586 12.91478 2.44858 -2.5 -1.4 0.4 -1.07
C -5.81628 11.43439 3.55959 -0.5 0.3 0.2 -1.12
H -4.68706 11.50186 -0.02954 0.5 0.0 3.6 -1.39
H -5.96201 12.34609 0.88046 0.8 0.0 1.1 1.17
H -6.01792 10.60813 0.82060 0.3 0.1 0.7 0.81
H -5.34025 11.43308 4.54014 -0.1 0.0 0.1 0.44
H -6.42155 10.53680 3.43278 0.1 -0.1 0.1 0.43
H -6.49223 12.28522 3.47428 0.2 0.2 -0.1 0.27
C -5.49474 7.89627 -0.98971 -4.1 -4.3 -1.2 -1.75
S -5.02602 7.83449 -2.78853 -3.4 -2.6 0.8 1.23
O -4.44801 6.45002 -2.93896 -1.9 0.5 -1.5 -0.85
C -6.80294 7.67233 -3.32277 -0.1 -0.1 -1.1 -1.23
H -6.21260 7.11952 -0.72623 0.1 -0.6 -0.8 0.77
H -5.97964 8.85091 -0.78567 -1.4 -1.1 -0.2 1.02
H -4.53116 7.93919 -0.48200 -3.0 -4.5 0.4 1.63
H -7.55433 8.14748 -2.69211 0.4 0.0 0.3 0.32
H -7.05842 6.62809 -3.50273 0.4 -0.3 0.8 0.40
H -6.94693 8.04426 -4.33719 0.4 0.6 0.0 0.42
C -5.98086 11.62482 -1.08510 -2.4 -0.4 -5.3 -2.10
S -4.60430 12.77648 -1.52410 -5.5 2.8 -6.1 0.76
O -5.21262 13.70769 -2.54763 -0.3 -0.3 0.7 -0.97
C -3.70709 11.57744 -2.67529 -2.0 3.1 1.6 0.30
H -6.67492 12.10120 -0.39268 -0.1 0.1 -1.6 0.44
H -5.63933 10.69333 -0.63367 -1.7 0.3 -3.1 0.53
H -6.47413 11.48554 -2.04708 -0.2 0.0 -0.3 0.61
H -3.51149 10.65164 -2.13425 -1.2 4.2 0.8 -1.87
H -2.72968 12.00910 -2.89082 -0.8 0.5 -0.5 -0.35
H -4.27892 11.37617 -3.58116 -0.2 0.3 0.3 0.87
C -2.01143 13.04150 1.02406 -2.5 3.4 6.6 -0.53
S -1.22128 13.12466 2.69854 -3.3 8.4 -0.2 0.71
O -0.04754 14.05354 2.42054 0.0 -1.4 0.3 -0.76
C -2.43539 14.36389 3.47709 0.6 0.4 0.3 -1.06
H -2.23404 14.05366 0.68632 -0.4 0.4 1.0 0.92
H -2.99152 12.57045 1.09909 1.8 0.8 1.0 0.45
H -1.41781 12.48120 0.30171 -1.2 6.0 4.5 0.26
H -2.65139 15.14669 2.74999 0.2 0.0 -0.1 0.31
H -1.93847 14.82556 4.33033 0.4 -0.1 -0.1 0.53
H -3.38977 13.91875 3.75837 0.8 0.4 0.4 0.18
C -0.83514 4.77333 0.64199 0.7 -0.6 0.4 -1.09
S -0.38757 6.08183 1.86022 2.9 -3.0 -4.4 0.45
O 1.13466 5.97511 2.19374 -2.8 -0.4 -0.5 -0.68
C -0.57352 7.38664 0.60331 1.8 -3.7 0.6 0.70
H -0.92462 3.87282 1.24959 -0.1 -0.2 -0.3 0.48
H -0.04517 4.65743 -0.10004 0.3 0.0 0.3 0.32
H -1.73465 4.95500 0.05379 -0.2 0.1 0.6 0.31
H -1.62424 7.39243 0.31339 2.8 -3.0 1.5 -0.23
H -0.05937 7.16436 -0.33175 0.7 -0.3 0.3 0.74
H -0.28303 8.36824 0.97772 -0.7 -1.9 -1.5 -0.90
C -6.23189 7.19221 3.36759 -1.2 -0.1 0.1 -1.09
S -6.13051 7.73292 1.61107 -2.0 -1.4 1.7 0.64
O -7.49640 8.39353 1.24481 2.2 -0.3 0.9 -0.69
C -4.79532 8.95575 1.69698 -5.2 -5.6 2.9 0.17
H -7.06166 6.48919 3.29440 -0.1 0.0 0.3 0.43
H -6.52923 7.97820 4.06178 -0.1 0.3 -0.3 0.29
H -5.42768 6.64180 3.85587 0.5 0.1 -0.8 0.31
H -4.53555 9.10450 0.64889 -6.8 -4.4 3.1 0.09
H -3.98702 8.60373 2.33794 -0.6 -1.6 0.0 0.63
H -5.11405 9.83928 2.25006 -2.0 -2.1 0.1 -0.34
C -2.50018 7.14149 -1.55566 -0.6 -1.5 -2.8 -0.96
S -1.44076 8.43742 -2.36777 0.6 -1.7 -0.4 1.09
O -0.51059 7.82790 -3.38102 -1.1 0.2 0.5 -0.94
C -2.76336 9.48634 -3.25364 2.0 -3.8 -1.4 -1.02
H -2.10637 6.47307 -0.79001 0.5 0.7 -0.8 -0.62
H -2.90023 6.49002 -2.33261 1.1 0.3 0.1 1.04
H -3.36800 7.63915 -1.12287 1.3 -1.5 -1.5 -0.17
H -3.55835 9.78197 -2.56902 1.2 -4.0 -2.3 0.69
H -3.17109 8.92426 -4.09384 0.3 0.1 0.0 1.03
H -2.17851 10.34494 -3.58357 -0.3 -0.7 -0.6 0.44
```
Positions in Å, forces in eV/Å.

- F_max: 0.31038 hartree/bohr
- Highest occupied orbital energy: -0.209 hartree
- ΔE to the lowest compared entry with this formula, charge and spin: 56.426 eV
- Total energy: -176646.3361 eV
- Net charge: -1

***

No. 2
The following is a DFT calculation (ωB97M-V/def2-TZVPD) of an isolated ion of composition HN2O3S and charge -1 in a non-equilibrium geometry.

Geometry as XYZ:
```
7
Properties=species:S:1:pos:R:3:forces:R:3:mulliken_charge:R:1
N 1.68199 0.29140 0.01937 -4.6 1.1 0.8 -0.47
N 0.65763 -0.35796 -0.32937 3.6 -0.4 -0.8 0.08
O -1.71534 -0.37682 -1.06465 -0.3 -1.0 -1.4 -0.62
O -1.05578 -0.85263 1.23712 0.0 -0.3 0.0 -0.65
O -1.10297 1.45349 0.35987 0.6 -1.6 -0.2 -0.66
S -0.95647 0.00572 0.07430 -0.7 3.6 2.5 1.11
H 2.49093 -0.16320 -0.29664 1.4 -1.5 -0.9 0.21
```
Positions in Å, forces in eV/Å.

- F_max: 0.09379 hartree/bohr
- Highest occupied orbital energy: -0.180 hartree
- ΔE to the lowest compared entry with this formula, charge and spin: 2.131 eV
- Total energy: -19974.1869 eV
- Net charge: -1

***

No. 3
The following is a DFT calculation (ωB97M-V/def2-TZVPD) of a 2-piece molecular cluster, C2H9N2O overall in a non-equilibrium geometry.

Geometry as XYZ:
```
14
Properties=species:S:1:pos:R:3:forces:R:3:mulliken_charge:R:1
C 0.45775 0.69243 -2.74204 -0.6 -1.7 0.6 -0.78
N 0.98352 0.02946 -1.48395 0.0 1.6 0.6 -0.41
H 0.59448 1.73063 -2.71536 -0.5 1.7 1.1 0.37
H -0.62672 0.37263 -2.79524 1.5 0.5 -0.7 0.29
H 1.16690 0.54315 -3.53855 -0.5 -1.4 -0.8 0.34
H 0.52377 0.55206 -0.55197 1.5 -1.4 -1.2 0.48
H 0.72221 -0.92635 -1.37569 -1.3 -0.9 -0.3 0.33
H 1.99459 -0.16146 -1.54110 -0.1 1.3 0.5 0.33
C -0.87129 -0.10982 1.44440 -0.8 -0.1 0.0 0.08
N -0.82163 -0.92165 2.50110 1.8 -1.9 0.5 -0.39
O 0.03278 0.43304 0.85858 1.9 0.9 -0.2 -0.62
H -1.87252 0.06218 1.08117 -0.8 -0.1 0.0 0.37
H -1.57518 -1.61442 2.32142 0.8 0.3 1.3 0.29
H 0.15834 -1.27304 2.91246 -3.1 1.0 -1.4 0.32
```
Positions in Å, forces in eV/Å.

- F_max: 0.06846 hartree/bohr
- Highest occupied orbital energy: -0.552 hartree
- ΔE to the lowest compared entry with this formula, charge and spin: 1.795 eV
- Total energy: -7240.5612 eV
- Net charge: +1

***

No. 4
The following is a DFT calculation (ωB97M-V/def2-TZVPD) of a 3-piece molecular cluster, C3H11NO2 overall in a non-equilibrium geometry.

Geometry as XYZ:
```
17
Properties=species:S:1:pos:R:3:forces:R:3:mulliken_charge:R:1
C 1.77298 0.21214 -3.25026 0.3 -0.9 -0.8 -1.11
C 1.55229 0.05764 -1.78551 0.2 -0.2 -0.8 -0.02
C 0.56877 -0.69323 -1.32894 -1.4 0.8 2.3 -0.21
N 0.26767 -0.65502 0.13202 1.3 -0.7 -1.5 -0.51
H 2.05242 1.21845 -3.55630 -0.4 0.1 0.0 0.32
H 2.53954 -0.44513 -3.68616 0.3 0.1 0.5 0.26
H 0.88788 -0.16944 -3.75960 -0.2 0.6 -0.2 0.29
H 2.21240 0.59113 -1.10946 -0.1 -0.1 0.1 0.27
H -0.20756 -1.20329 -1.87919 0.2 0.0 -0.6 0.25
H -0.25251 -1.47842 0.41243 -0.1 -0.1 -0.1 0.23
H 1.21451 -0.84738 0.44414 -0.1 0.2 1.1 0.27
H -1.70392 1.32658 0.74549 0.0 0.0 -0.1 0.32
H -0.49079 1.15900 1.61741 -0.2 0.2 -0.2 0.35
O -1.33131 1.64503 1.57250 0.3 -0.4 0.3 -0.70
H -1.78457 -0.06287 2.93925 0.0 0.4 -0.1 0.36
H -2.82374 -1.08912 3.33281 -0.3 -0.2 -0.1 0.30
O -2.04612 -0.64228 3.65961 0.3 -0.1 0.2 -0.65
```
Positions in Å, forces in eV/Å.

- F_max: 0.05523 hartree/bohr
- Highest occupied orbital energy: -0.331 hartree
- ΔE to the lowest compared entry with this formula, charge and spin: 0.851 eV
- Total energy: -8873.6387 eV
- Net charge: 0

***

No. 5
The following is a DFT calculation (ωB97M-V/def2-TZVPD) of C4H5LiO3Tl as an isolated structure in a non-equilibrium geometry.

Geometry as XYZ:
```
14
Properties=species:S:1:pos:R:3:forces:R:3:mulliken_charge:R:1
Tl -0.05391 2.50355 -0.74685 -3.5 8.5 1.0 1.08
O -0.91687 0.68465 -0.20990 0.4 -2.2 -0.3 -0.22
C -2.11997 0.34758 0.52453 -1.8 -0.7 0.6 -0.50
H -2.78644 -0.19261 -0.15416 0.0 0.3 0.1 0.33
H -1.85867 -0.29866 1.36757 0.0 0.3 -0.1 0.34
H -2.53886 1.30296 0.84765 0.0 -0.2 0.0 0.28
C 2.42174 -0.22060 0.08003 1.9 -0.2 1.2 -0.66
C 1.39997 0.17068 -0.69715 -4.9 3.0 -2.1 0.85
O 1.22673 1.30073 -1.36760 6.9 -5.3 -1.8 -0.30
C -0.05303 -0.30802 -0.49552 0.5 -3.1 2.2 0.78
O -0.35454 -1.45648 -0.26858 0.3 0.9 -0.6 -0.59
Li 0.04063 -3.19990 0.17557 -0.2 -1.0 0.0 0.95
H 2.28951 -1.04920 0.77196 0.3 -0.1 -0.3 0.27
H 3.30371 0.41533 0.17243 0.2 -0.2 -0.2 0.38
```
Positions in Å, forces in eV/Å.

- F_max: 0.18087 hartree/bohr
- Highest occupied orbital energy (spin up / spin down): -0.881 / -0.911 hartree
- Total energy: -15232.4469 eV
- Net charge: +3

***

No. 6
The following is a DFT calculation (ωB97M-V/def2-TZVPD) of a 11-piece molecular cluster, C22H48Cl14N4O4 overall in a non-equilibrium geometry.

Geometry as XYZ:
```
92
Properties=species:S:1:pos:R:3:forces:R:3:mulliken_charge:R:1
Cl -2.32873 0.90194 -4.66945 0.1 0.1 -0.1 -0.20
C -2.53566 -0.84255 -4.37243 0.4 -0.7 -0.8 0.01
C -1.30425 -1.63308 -4.95950 -2.1 0.3 -0.1 -0.58
Cl 0.11045 -1.21089 -4.08550 1.5 0.2 0.7 -0.08
H -3.47680 -1.12272 -4.84557 0.2 -0.1 -0.4 0.48
H -2.71097 -1.02994 -3.31307 0.6 0.2 0.0 -0.27
H -1.06363 -1.39543 -5.99570 -0.6 0.1 0.0 0.45
H -1.50905 -2.70162 -4.89325 0.1 0.0 0.2 0.26
Cl 3.93896 -5.93404 -1.58041 0.2 -0.6 0.1 -0.21
C 3.68102 -4.19943 -1.73892 -0.6 0.6 -0.2 0.04
C 2.24852 -3.89604 -2.18980 0.3 -0.4 0.4 -0.04
Cl 1.94631 -4.52548 -3.81574 0.0 0.1 -0.6 -0.20
H 4.38350 -3.80999 -2.47577 0.0 -0.1 0.1 0.39
H 3.89123 -3.77104 -0.75892 -0.1 0.2 -0.1 -0.08
H 2.06846 -2.82103 -2.18521 0.0 -0.1 0.0 -0.01
H 1.50715 -4.42418 -1.59018 0.2 0.3 0.3 0.15
Cl -1.23454 4.19965 1.60016 -0.5 0.1 0.1 -0.21
C -2.80026 3.53647 0.99410 -1.2 0.3 -0.2 0.14
C -4.00902 4.58445 1.12038 2.5 -0.6 -1.3 -0.50
Cl -4.39125 4.97735 2.77586 -0.3 -0.1 0.4 -0.18
H -2.97440 2.57690 1.48094 -0.1 0.3 0.4 0.15
H -2.58786 3.26944 -0.04112 -0.3 0.3 -0.1 -0.14
H -4.88003 4.33312 0.51518 0.0 -0.6 0.5 0.37
H -3.61112 5.47499 0.63383 -0.1 0.2 0.3 0.32
Cl -3.66588 -4.89732 0.04438 -0.2 0.1 -0.1 -0.22
C -3.94412 -3.13071 -0.16271 0.2 0.2 0.4 -0.51
C -2.59961 -2.42155 -0.24114 -0.3 0.0 0.8 0.52
Cl -1.75705 -2.98648 -1.67909 0.4 -0.2 -0.7 -0.18
H -4.51869 -2.83464 0.71496 0.2 0.2 -0.1 0.38
H -4.53858 -2.94355 -1.05696 0.1 -0.2 0.1 0.30
H -1.96205 -2.67570 0.60563 -0.2 -0.1 0.0 0.20
H -2.67713 -1.33441 -0.25610 -0.3 -0.1 -0.2 -0.61
Cl 2.41800 4.09284 -3.13932 0.2 0.2 -0.1 -0.21
C 0.82870 4.08166 -2.38291 -1.9 -0.2 -0.2 0.25
C -0.34873 4.12969 -3.44704 1.6 0.4 1.5 -0.20
Cl -0.38481 5.79131 -4.14948 0.1 -0.5 -0.3 -0.21
H 0.69391 4.90376 -1.67999 0.4 0.1 -0.2 0.41
H 0.76565 3.16079 -1.80315 -0.2 -0.1 -0.2 -0.49
H -1.31453 4.05072 -2.94795 0.2 -0.5 0.0 0.07
H -0.12932 3.33257 -4.15737 -0.5 0.4 -0.4 0.33
Cl -3.34753 1.22823 5.35517 0.2 -0.3 -0.2 -0.21
C -1.79084 1.75732 4.69343 1.2 1.7 0.2 -0.29
C -0.96014 0.76324 3.92610 -0.2 -1.7 0.8 0.21
Cl -2.01425 0.04944 2.69302 0.2 -0.2 -0.8 -0.06
H -1.23121 2.14713 5.54370 0.2 -0.3 0.1 0.33
H -1.93092 2.64777 4.08059 -0.5 -0.1 -0.2 0.11
H -0.63749 -0.06482 4.55723 -0.5 -0.2 0.3 0.39
H 0.01464 1.03309 3.51980 -0.6 1.1 -0.3 -0.53
Cl 1.83507 3.10505 3.50499 0.5 -0.3 -0.1 -0.09
C 3.22694 2.10341 4.12179 -0.8 0.2 0.0 -0.20
C 2.66039 0.81684 4.72960 1.3 0.0 -0.2 -0.19
Cl 1.57811 1.08836 6.11960 0.1 -0.2 -0.6 -0.16
H 3.77061 2.81103 4.74773 -0.1 -0.6 0.4 0.39
H 3.86778 1.83194 3.28291 -0.2 0.1 -0.1 -0.07
H 3.44635 0.14233 5.06933 0.4 0.5 0.5 0.44
H 2.30796 0.20560 3.89877 -1.2 0.3 0.2 -0.03
O 5.42892 -2.00525 0.59753 0.7 2.0 -0.6 -0.67
C 5.97071 -0.90441 0.34465 -1.8 -1.8 1.1 0.46
N 7.24473 -0.82191 -0.00976 1.8 0.9 -0.2 -0.39
C 5.27841 0.42940 0.55565 -0.2 0.6 0.7 -0.58
H 7.90168 -1.58504 0.06865 -0.6 -0.3 0.0 0.26
H 7.68211 0.08398 0.08060 -0.1 -0.1 -0.3 0.22
H 4.99837 0.47854 1.60792 -0.3 -0.4 0.1 0.08
H 4.36550 0.63745 -0.00239 0.1 -0.5 -0.2 0.13
H 5.90865 1.31606 0.48681 0.3 -0.2 -0.6 0.38
O -4.73908 0.10435 -0.31858 -0.3 -0.3 -0.2 -0.63
C -4.84366 0.66523 -1.41260 -1.2 -1.1 2.1 0.74
N -3.76153 1.25608 -1.91370 -1.1 0.9 -1.6 0.12
C -6.22795 0.63984 -2.13580 1.3 -0.6 0.0 -1.20
H -3.86780 1.79204 -2.76314 0.4 -0.3 0.1 0.22
H -2.85154 1.07299 -1.51558 0.3 0.1 0.1 0.04
H -6.85078 1.49298 -1.86689 0.3 0.2 -0.6 0.30
H -6.81872 -0.23696 -1.87066 0.4 -0.1 0.7 0.32
H -6.00423 0.42917 -3.18159 -0.4 1.0 -0.4 0.36
O -1.10327 0.97285 -1.07832 -0.9 1.3 -0.9 -0.13
C -0.05411 0.51993 -0.66356 0.0 1.0 2.2 0.20
N 0.33659 -0.67545 -0.97492 1.4 -1.6 -0.6 1.04
C 0.75738 1.24333 0.40981 0.1 0.8 0.4 -0.48
H -0.06599 -1.11807 -1.78863 -0.1 -0.2 0.4 -0.46
H 1.05664 -1.10332 -0.41052 0.1 -0.3 -0.1 -0.34
H 0.95157 0.68208 1.32381 -0.3 -0.5 -0.2 0.19
H 0.24830 2.15433 0.72446 -0.2 -0.2 -0.2 -0.30
H 1.75604 1.57285 0.12311 0.1 -0.2 -0.6 0.31
O 1.89734 -1.90121 1.10052 -1.6 5.7 -2.0 -0.66
C 2.02597 -2.97193 1.54619 -0.9 -4.1 0.3 0.73
N 3.26291 -3.35841 1.80671 0.7 -1.7 1.2 -0.24
C 0.85390 -3.95301 1.78002 1.5 0.3 0.9 -1.10
H 3.45198 -4.28602 2.15870 0.3 0.4 0.0 0.15
H 3.95894 -2.63254 1.71316 0.5 -0.3 -0.2 0.16
H 0.53985 -3.65848 2.78138 -0.4 -0.3 0.2 0.39
H 1.31029 -4.94002 1.85499 -0.5 -0.2 -0.1 0.40
H -0.01740 -3.91338 1.12628 0.5 0.2 -0.3 0.05
```
Positions in Å, forces in eV/Å.

- F_max: 0.12129 hartree/bohr
- Highest occupied orbital energy: -0.345 hartree
- Total energy: -213060.2971 eV
- Net charge: 0